1.
140
Properties=species:S:1:pos:R:3:forces:R:3 method="wB97M-V/def2-TZVPD" energy_ev=-89476.3526 total_charge=+1 homo_energy_ev=-11.997
C -5.0227 -5.0320 2.5837 -0.2 0.5 0.0
C -6.1011 -3.9588 2.7794 0.1 -0.1 -0.5
C -5.5772 -2.5186 2.7754 -0.1 -0.2 0.4
C -5.0866 -2.0166 4.1369 -0.2 0.3 -0.3
C -4.2793 -0.7193 4.0337 -0.1 -0.2 -0.1
C -2.8486 -0.7959 3.4731 0.0 -0.1 0.3
C -1.9726 -1.9695 3.9616 -0.3 0.3 -0.1
C -1.8245 -3.1355 2.9700 0.0 -0.4 0.4
C -0.3838 -3.3735 2.4851 -0.2 0.9 -0.1
C -0.1508 -2.7006 1.1217 0.0 -0.7 0.0
C -0.2261 -3.6484 -0.0837 0.1 0.8 0.1
C 0.2041 -2.8991 -1.3646 -0.3 -0.4 0.4
C -0.9010 -2.8242 -2.4329 0.5 -0.2 -0.2
C -0.9356 -1.4937 -3.1997 0.7 -0.4 -0.1
N -1.8317 -0.4232 -2.7000 0.2 0.0 0.5
C -1.7151 -0.2660 -1.3125 0.0 -0.2 -0.8
N -0.7882 0.4694 -0.7835 0.0 -0.4 0.3
C -0.5939 0.7076 0.6464 0.1 0.8 0.4
C -0.4917 2.2149 0.9269 0.1 0.1 0.2
N -2.6797 -0.9366 -0.6463 -0.3 0.6 0.1
C -3.7074 -1.3745 -1.6160 0.6 -0.1 -0.3
S -5.3170 -1.0020 -0.9579 -0.3 0.8 -0.7
O -6.3228 -1.2385 -1.9230 0.1 -0.3 0.0
O -5.2388 0.2384 -0.2694 0.2 -0.1 0.3
F -5.3795 -2.1379 0.0878 -0.1 -0.2 -0.3
C -3.2976 -0.5012 -2.8316 -1.1 0.5 0.2
C -3.9944 -0.6065 -4.1935 0.1 -0.4 0.1
C -3.3789 -1.5596 -5.2112 0.4 0.6 -0.1
C -4.1690 0.8153 -4.7707 -0.5 -0.5 0.1
C -5.3614 1.5851 -4.1641 0.5 0.7 0.3
C -4.9289 2.8668 -3.4250 -0.2 -0.6 0.2
H -4.2919 -4.6667 1.8636 0.2 0.0 0.0
H -5.4375 -5.9443 2.1629 -0.1 -0.2 0.2
H -4.5324 -5.2508 3.5289 0.2 -0.1 0.0
H -6.6586 -4.1462 3.6967 -0.1 0.0 0.1
H -6.8156 -4.0538 1.9598 -0.1 0.0 0.0
H -6.4163 -1.8882 2.4719 0.1 0.2 0.0
H -4.8169 -2.3963 1.9992 0.1 -0.2 0.5
H -5.9808 -1.7606 4.7068 0.0 -0.2 0.2
H -4.5763 -2.7980 4.6999 0.2 0.0 0.0
H -4.2652 -0.2263 5.0054 0.1 -0.1 0.1
H -4.8542 -0.0634 3.3745 0.0 0.2 0.1
H -2.9078 -0.7948 2.3788 0.1 -0.1 -0.1
H -2.3435 0.1243 3.7701 -0.1 0.2 -0.2
H -2.3940 -2.3319 4.8982 0.0 0.0 0.1
H -0.9938 -1.5658 4.2168 0.1 -0.1 0.0
H -2.1950 -4.0474 3.4347 -0.1 -0.1 0.0
H -2.4934 -2.9460 2.1289 0.0 -0.1 -0.2
H -0.1231 -4.4286 2.4815 0.0 -0.1 -0.2
H 0.2788 -2.8796 3.1946 0.1 -0.2 0.2
H 0.8068 -2.1805 1.1011 0.1 0.1 0.0
H -0.9637 -1.9835 0.9856 0.3 0.3 0.0
H 0.3981 -4.5218 0.0813 -0.1 -0.2 0.1
H -1.2698 -3.9519 -0.1735 0.0 -0.4 0.0
H 1.0821 -3.3998 -1.7677 0.1 0.1 -0.2
H 0.5305 -1.8970 -1.0816 0.0 0.1 0.0
H -1.8510 -3.1052 -1.9859 -0.1 0.1 -0.1
H -0.6838 -3.6015 -3.1654 -0.2 -0.1 -0.1
H 0.0764 -1.0867 -3.1621 0.0 0.1 0.0
H -1.1052 -1.6870 -4.2496 -0.4 0.3 0.0
H -0.1489 0.9181 -1.4256 0.0 0.1 -0.1
H -1.4241 0.3014 1.2147 0.0 -0.2 -0.2
H 0.3138 0.2258 0.9986 0.0 -0.3 -0.2
H -0.6721 2.8098 0.0346 0.0 0.0 -0.1
H -1.1990 2.5382 1.6860 -0.2 -0.1 0.0
H 0.4920 2.4731 1.3090 0.1 0.0 -0.1
H -3.0241 -0.4840 0.1974 0.0 -0.4 0.2
H -3.6713 -2.4479 -1.7925 -0.1 0.0 0.1
H -3.6220 0.4876 -2.4789 0.1 0.1 0.0
H -4.9961 -0.9700 -3.9644 -0.1 -0.1 0.0
H -3.9953 -1.5370 -6.1059 -0.2 -0.3 0.0
H -3.2355 -2.5770 -4.8547 -0.1 -0.1 0.0
H -2.4114 -1.1676 -5.5320 0.0 -0.1 -0.1
H -4.3574 0.6980 -5.8359 0.3 0.1 -0.1
H -3.2437 1.3701 -4.6183 0.1 0.1 -0.2
H -6.0571 1.8692 -4.9490 -0.1 -0.1 -0.1
H -5.9075 0.9642 -3.4576 -0.2 -0.2 0.0
H -4.0903 3.3489 -3.9207 -0.1 0.2 -0.1
H -5.7665 3.5512 -3.3227 0.0 0.2 -0.1
H -4.6177 2.6150 -2.4078 0.1 0.1 0.0
C 4.3554 5.7101 -3.6643 -0.2 0.1 0.1
C 3.7562 4.3420 -3.9024 0.4 0.1 -0.2
O 2.6922 4.0576 -2.9717 0.0 -0.1 0.0
C 1.5258 4.6286 -3.2525 0.1 -0.1 0.0
O 1.2687 5.3117 -4.2037 -0.1 0.1 -0.1
O 0.6615 4.2943 -2.2825 -0.2 -0.1 0.1
C -0.6298 4.8959 -2.4219 -0.2 0.0 0.1
H 4.6755 5.8112 -2.6266 0.1 -0.1 0.0
H 5.2170 5.8606 -4.3134 0.0 0.0 0.0
H 3.6304 6.4967 -3.8689 0.0 0.0 -0.1
H 4.4991 3.5660 -3.7298 -0.1 -0.1 0.1
H 3.3904 4.2350 -4.9227 -0.1 0.1 0.0
H -1.0507 4.7100 -3.4077 0.1 0.1 -0.1
H -0.5715 5.9667 -2.2382 0.0 0.0 -0.1
H -1.2685 4.4404 -1.6685 0.1 0.0 0.1
C 4.7025 1.7370 6.1710 0.2 0.1 -0.3
C 3.2885 2.1985 5.8997 0.0 -0.3 0.4
O 3.2507 3.2356 4.9027 0.0 0.0 0.0
C 3.3631 2.8294 3.6463 -0.2 0.1 0.1
O 3.4406 1.6888 3.2641 0.0 -0.1 -0.1
O 3.3350 3.9059 2.8567 0.1 0.0 0.0
C 3.5244 3.6169 1.4730 0.0 0.1 -0.3
H 5.3379 2.5853 6.4225 -0.1 0.0 0.2
H 4.7220 1.0254 6.9956 0.0 0.0 0.0
H 5.1322 1.2548 5.2930 -0.1 -0.1 0.0
H 2.8581 2.6453 6.7933 0.0 0.2 -0.1
H 2.6453 1.3716 5.5992 0.0 0.0 -0.2
H 2.8367 2.8408 1.1426 0.1 -0.1 0.0
H 4.5504 3.3073 1.2807 0.0 -0.1 0.0
H 3.3226 4.5317 0.9230 0.0 0.1 0.1
C -0.4088 -1.3051 -8.0346 -0.1 0.0 -0.2
C 0.0931 -2.4886 -7.2347 0.0 0.3 0.2
O -0.1521 -3.7294 -7.9006 -0.1 0.0 0.1
C 0.7085 -4.0206 -8.8827 0.0 -0.1 0.0
O 1.6547 -3.3539 -9.2054 0.0 0.1 0.0
O 0.3440 -5.1792 -9.4180 0.0 0.0 0.0
C 1.1523 -5.6019 -10.5228 0.1 -0.1 -0.2
H -1.4606 -1.4379 -8.2926 0.0 0.0 0.1
H -0.3001 -0.3835 -7.4606 0.0 0.0 0.0
H 0.1484 -1.1949 -8.9633 0.1 0.0 0.0
H -0.4485 -2.5629 -6.2905 -0.1 -0.1 0.0
H 1.1543 -2.3926 -7.0038 0.0 0.0 -0.1
H 2.2055 -5.6086 -10.2534 0.0 0.1 0.0
H 0.9888 -4.9497 -11.3786 0.1 0.1 0.0
H 0.8316 -6.6096 -10.7677 -0.1 0.0 0.1
C 10.5265 2.2933 10.3995 0.0 0.2 -0.1
C 9.3369 1.4838 9.9315 0.3 -0.2 0.2
O 8.3264 2.3173 9.3397 -0.1 0.0 0.0
C 8.5665 2.7024 8.0905 -0.1 0.0 0.1
O 9.5134 2.3947 7.4170 0.1 0.0 -0.1
O 7.5587 3.4879 7.6997 -0.1 0.0 -0.1
C 7.7236 4.0292 6.3879 -0.1 0.1 -0.2
H 10.2037 3.0921 11.0680 0.0 -0.1 0.1
H 11.2316 1.6541 10.9301 0.0 0.0 0.0
H 11.0440 2.7505 9.5572 0.0 -0.1 0.0
H 8.8492 1.0029 10.7770 -0.1 0.1 0.0
H 9.6324 0.7061 9.2280 0.0 0.1 -0.1
H 7.9225 3.2438 5.6615 0.1 0.0 0.0
H 8.5319 4.7584 6.3807 0.1 -0.1 0.0
H 6.7934 4.5274 6.1268 -0.1 0.0 0.2

2.
139
Properties=species:S:1:pos:R:3:forces:R:3 method="wB97M-V/def2-TZVPD" smiles="CCCCCCCCCCCCCCCCNS(=O)(=O)F.CCOC(C)=O.CCOC(C)=O.CCOC(C)=O.CCOC(C)=O.CCOC(C)=O.CCOC(C)=O" energy_ev=-86518.3518 homo_energy_ev=-9.750
C 9.2101 0.4187 -0.6916 -0.1 -0.5 0.4
C 7.7175 0.1943 -0.8612 -0.3 0.5 -0.3
C 7.0710 1.0874 -1.9198 -0.6 0.0 0.4
C 5.5410 0.9470 -1.8816 0.5 -0.3 -0.1
C 4.8351 1.6555 -3.0398 0.0 0.1 0.5
C 4.4496 3.1202 -2.7777 -0.3 -0.4 -0.7
C 3.0858 3.2716 -2.0983 0.2 0.4 0.2
C 3.1099 3.2636 -0.5721 -0.1 -0.1 0.1
C 1.7180 3.1458 0.0700 0.8 0.0 0.1
C 1.2976 1.7250 0.4630 -0.5 0.2 -0.5
C 1.7416 0.5943 -0.4569 0.4 -0.4 0.1
C 1.0657 -0.7407 -0.1124 -0.1 0.4 0.5
C -0.4189 -0.8245 -0.4548 0.3 -0.3 -0.2
C -0.7919 -0.9640 -1.9443 -0.1 -0.1 0.5
C 0.2003 -1.7586 -2.7929 -0.2 0.1 -0.9
C 1.0959 -0.8811 -3.6958 -0.2 0.1 0.7
N 2.5357 -1.1964 -3.6336 -0.4 -0.3 -0.2
S 3.0510 -2.4683 -4.4953 0.5 0.8 -0.5
O 2.1512 -2.7204 -5.5585 -0.3 -0.2 0.0
O 4.4409 -2.3589 -4.7483 0.1 -0.1 0.4
F 2.9022 -3.6365 -3.4603 -0.1 -0.4 0.1
H 9.5669 -0.1459 0.1720 0.1 0.0 0.0
H 9.7629 0.0527 -1.5545 0.1 0.2 -0.1
H 9.4368 1.4636 -0.4918 0.0 0.1 -0.2
H 7.4849 -0.8389 -1.1241 0.2 -0.1 0.1
H 7.1964 0.4007 0.0770 0.1 -0.1 0.2
H 7.2948 2.1346 -1.7006 0.3 0.1 -0.2
H 7.4311 0.8332 -2.9173 0.1 0.1 -0.1
H 5.3211 -0.1249 -1.8986 -0.1 -0.1 -0.1
H 5.2173 1.3116 -0.9078 -0.2 0.0 0.0
H 5.4929 1.5784 -3.9071 -0.1 0.0 -0.1
H 3.9159 1.1178 -3.2807 0.0 0.0 -0.2
H 5.2334 3.6665 -2.2505 0.0 0.0 0.2
H 4.3570 3.5900 -3.7601 0.1 0.1 0.0
H 2.3892 2.5250 -2.4828 0.1 -0.1 -0.1
H 2.6755 4.2407 -2.3926 -0.1 0.0 0.0
H 3.5786 4.1966 -0.2535 0.1 0.0 0.0
H 3.7331 2.4654 -0.1666 0.1 0.0 -0.1
H 1.7774 3.7138 0.9981 -0.4 0.2 0.0
H 0.9945 3.6148 -0.5974 -0.2 0.0 0.1
H 1.6283 1.5149 1.4769 0.1 -0.2 0.1
H 0.2072 1.7179 0.4914 -0.1 0.0 0.2
H 1.6081 0.8453 -1.5128 -0.1 0.1 0.1
H 2.8177 0.4442 -0.3167 0.1 0.1 -0.2
H 1.6412 -1.5775 -0.5150 -0.1 -0.1 -0.2
H 1.1222 -0.8470 0.9748 0.1 0.0 -0.1
H -0.8299 -1.6862 0.0722 0.0 0.0 0.1
H -0.9023 0.0513 -0.0317 -0.3 0.0 0.0
H -0.9883 0.0246 -2.3629 0.2 0.0 -0.2
H -1.7466 -1.4848 -1.9784 -0.2 0.1 0.0
H 0.8183 -2.4265 -2.1967 0.0 0.0 0.1
H -0.3753 -2.4036 -3.4587 0.1 -0.2 0.0
H 0.9912 0.1558 -3.3798 0.2 0.1 0.0
H 0.7719 -0.9217 -4.7285 0.1 -0.1 -0.1
H 2.8724 -1.2416 -2.6774 0.2 0.2 0.0
C 2.0581 -3.8609 5.8109 0.0 0.2 0.1
C 1.9029 -3.8095 4.3079 0.3 -0.1 0.1
O 1.3328 -2.5666 3.8740 -0.1 -0.1 -0.2
C 2.0502 -1.4574 3.6462 0.0 0.1 0.1
C 3.4963 -1.3914 4.0796 0.1 -0.2 -0.3
O 1.4948 -0.5143 3.1460 0.1 0.0 0.1
H 2.7483 -3.0962 6.1721 0.1 0.0 0.0
H 2.4332 -4.8371 6.1191 0.0 0.0 0.0
H 1.0945 -3.6928 6.2885 0.0 -0.1 0.0
H 2.8440 -4.0027 3.7879 0.0 0.1 0.0
H 1.2008 -4.5668 3.9859 -0.1 0.0 0.0
H 3.5408 -0.9449 5.0720 0.0 0.0 0.0
H 4.0284 -0.7491 3.3820 -0.1 0.1 0.1
H 4.0002 -2.3543 4.0994 0.0 0.0 0.1
C -2.6156 -3.5178 3.4023 0.0 0.1 -0.1
C -3.5487 -2.3384 3.2175 0.0 -0.2 0.2
O -3.2916 -1.6406 1.9940 -0.1 0.3 0.0
C -3.8259 -1.9892 0.8127 0.1 -0.2 0.0
C -4.5343 -3.3176 0.6710 -0.3 0.1 0.2
O -3.6705 -1.2571 -0.1278 0.0 0.0 -0.1
H -2.7544 -4.2675 2.6219 -0.1 0.0 0.0
H -2.7929 -3.9907 4.3688 0.0 0.0 0.0
H -1.5771 -3.1886 3.3608 0.0 0.0 0.1
H -4.6004 -2.6202 3.2854 0.0 0.0 -0.1
H -3.3721 -1.6012 3.9983 0.0 0.1 -0.1
H -3.8203 -4.0559 0.3080 0.0 0.0 0.0
H -5.3251 -3.1996 -0.0655 0.1 0.0 -0.1
H -4.9892 -3.6808 1.5892 0.1 0.0 0.0
C -6.2044 1.0665 1.1857 0.2 -0.2 0.1
C -7.4680 1.0337 2.0100 0.1 0.1 -0.2
O -7.2638 0.3748 3.2703 -0.2 -0.1 0.1
C -6.7789 1.0100 4.3512 0.2 0.1 0.0
C -6.1931 2.3953 4.1971 -0.3 0.2 0.0
O -6.7695 0.4308 5.4050 0.0 0.0 0.0
H -5.4189 1.6391 1.6783 0.0 0.1 0.0
H -6.3961 1.5180 0.2152 0.0 0.0 0.0
H -5.8211 0.0565 1.0392 0.0 0.0 0.0
H -7.8881 2.0290 2.1535 0.0 0.0 0.0
H -8.2308 0.4412 1.5070 0.0 -0.1 0.1
H -5.1189 2.3010 4.0431 0.0 0.0 0.0
H -6.3687 2.9392 5.1218 0.1 -0.1 0.1
H -6.6175 2.9740 3.3805 0.1 -0.1 -0.1
C 3.4578 2.6493 -7.8467 0.1 0.1 0.1
C 2.2164 3.5089 -7.7283 0.1 -0.1 -0.1
O 2.2295 4.3082 -6.5431 -0.2 0.0 0.1
C 2.8317 5.5121 -6.4700 0.3 0.0 0.0
C 3.7513 5.9551 -7.5862 -0.3 0.1 -0.2
O 2.6754 6.1778 -5.4846 -0.1 0.0 0.0
H 4.3602 3.2552 -7.9310 0.0 0.0 -0.1
H 3.3927 2.0067 -8.7249 0.0 0.0 0.0
H 3.5655 2.0217 -6.9620 0.0 0.0 0.0
H 2.0566 4.1303 -8.6107 0.0 0.0 0.0
H 1.3364 2.8761 -7.6260 0.0 0.0 0.1
H 4.7711 5.6715 -7.3298 0.0 0.0 0.0
H 3.6942 7.0380 -7.6575 0.1 0.0 0.1
H 3.5019 5.5460 -8.5621 0.1 -0.1 0.0
C -6.4088 4.5664 -3.9288 0.1 0.0 0.1
C -7.6659 4.5671 -3.0848 0.1 0.1 -0.2
O -7.4619 3.9371 -1.8164 -0.2 -0.1 0.1
C -6.9702 4.5856 -0.7440 0.2 0.0 0.0
C -6.3715 5.9623 -0.9111 -0.3 0.2 0.0
O -6.9639 4.0165 0.3136 -0.1 0.0 0.1
H -5.6086 5.1397 -3.4608 0.0 0.1 0.0
H -6.6108 4.9972 -4.9096 0.0 0.0 0.0
H -6.0472 3.5471 -4.0618 0.0 0.0 0.0
H -8.0763 5.5693 -2.9546 0.0 0.0 0.0
H -8.4385 3.9717 -3.5680 0.0 0.0 0.1
H -5.2982 5.8569 -1.0640 0.0 0.0 0.0
H -6.5413 6.5171 0.0078 0.1 -0.1 0.1
H -6.7929 6.5379 -1.7311 0.1 -0.1 -0.1
C -0.6879 -8.1881 8.3291 0.1 0.0 -0.1
C -1.2988 -6.8182 8.1229 0.0 -0.2 0.1
O -0.6848 -6.1131 7.0384 0.0 0.2 0.0
C -1.0619 -6.2636 5.7562 0.1 -0.2 -0.1
C -1.9928 -7.3904 5.3757 -0.3 0.2 0.1
O -0.5942 -5.5232 4.9328 -0.1 -0.1 0.1
H -0.8374 -8.8311 7.4616 -0.1 0.0 0.0
H -1.1334 -8.6744 9.1969 0.0 0.0 0.0
H 0.3861 -8.0994 8.4909 0.0 0.0 0.0
H -2.3801 -6.8630 7.9882 0.0 0.0 0.0
H -1.1169 -6.1945 8.9960 0.0 0.1 0.0
H -1.3936 -8.2458 5.0662 0.0 0.0 0.0
H -2.5933 -7.0603 4.5321 0.1 0.0 -0.1
H -2.6705 -7.6985 6.1675 0.1 -0.1 0.0